Entry 1:
# C5H7N2O3

An isolated ion of composition C5H7N2O3 and charge +1 at a distorted geometry (ωB97M-V with the def2-TZVPD basis set, OMol25).

Results
Relative energy (zero: lowest compared OMol25 entry of this formula, charge and spin) (kJ/mol): 219.6
Charge: +1
HOMO (alpha / beta) (eV): -10.47 / -14.28
Frontier orbital gap (alpha / beta) (eV): 6.76 / 7.44
⟨S²⟩: 2.0299
LUMO (alpha / beta) (hartree): -0.136 / -0.251
2S+1: 3
Strongest force on any atom (hartree/bohr): 0.1163

```
17
Properties=species:S:1:pos:R:3:forces:R:3:mulliken_charge:R:1
C 2.1729 -1.7477 0.1458 -0.1960 0.1840 0.5153 -0.6479
C 1.1143 -2.6033 0.0464 -0.5037 -1.6834 0.2391 -0.1180
C 1.6967 -0.4351 0.1162 0.4711 -0.4414 -0.4662 0.5897
C 0.1855 -0.6369 -0.0374 1.1335 3.6453 -0.6648 -0.0482
C -1.0774 0.1802 0.0375 3.0100 0.1303 5.1650 -0.4993
N 2.4558 0.7534 0.0016 -0.6297 -2.7403 0.6565 0.9781
N -0.8952 1.6795 0.0629 -2.8864 1.0315 -1.9621 -0.2171
O 3.6572 0.7763 -0.0362 1.4752 -0.9884 -0.1705 -0.6019
O 1.7992 1.7723 0.0536 -2.5362 3.1325 -0.1499 -0.8294
O -0.0520 -1.9268 -0.0327 -1.7332 -2.3936 -0.2936 -0.3372
H 3.1110 -2.1276 0.4249 1.3860 0.0618 -0.2122 0.4867
H 0.9745 -3.7364 0.0772 0.5721 1.9204 -0.0686 0.4022
H -1.7364 -0.1530 -0.6478 -2.2790 -0.6289 -2.5744 0.3920
H -1.4872 -0.1299 1.0529 -0.0412 0.5716 -0.9903 0.2885
H -1.3372 2.2104 0.8709 0.6831 -1.2031 -0.9773 0.3988
H -1.4421 2.0009 -0.8147 1.1507 -0.1289 1.7454 0.4286
H 0.0768 2.0030 -0.0673 0.9236 -0.4693 0.2087 0.3343
```
Forces are in eV/Å.

Entry 2:
# C38H55NO24S2

A 10-piece molecular cluster, C38H55NO24S2 overall at a distorted geometry (ωB97M-V with the def2-TZVPD basis set, OMol25).

Results
Structure (SMILES): O=[N+]([O-])c1ccccc1.O=S1(=O)OCCO1.O=S1(=O)OCCO1.O=C1CCCO1.O=C1CCCO1.O=C1CCCO1.O=C1CCCO1.O=C1CCCO1.O=C1CCCO1.O=C1CCCO1
HOMO (eV): -9.77
Frontier orbital gap (eV): 8.79
LUMO (hartree): -0.036
Strongest force on any atom (hartree/bohr): 0.0659

```
120
Properties=species:S:1:pos:R:3:forces:R:3:mulliken_charge:R:1
O 29.6986 20.4683 -0.0542 -0.2326 -0.1004 -0.2795 -0.4830
N 30.0379 21.0030 -1.0937 -0.9299 1.7423 -0.5884 1.0819
O 29.3147 21.7293 -1.7924 0.1812 -1.0522 0.9821 -0.6587
C 31.4036 20.9320 -1.5081 1.4424 -0.9738 -1.2324 -0.1049
C 32.2742 20.0920 -0.8458 -0.7748 -0.0808 2.1903 0.3012
C 33.6100 20.1010 -1.0855 0.2890 0.0732 -1.3426 -0.9210
C 34.0394 20.6982 -2.2880 1.2460 -0.7136 0.3133 -0.3061
C 33.1962 21.4014 -3.1011 -2.5546 0.1598 0.6973 -0.6405
C 31.8516 21.5472 -2.6591 0.4164 0.8866 -0.4384 -0.3595
H 31.8963 19.5028 -0.0204 -0.0194 0.0534 0.0541 0.2628
H 34.2575 19.5688 -0.4050 0.2254 -0.1135 -0.3164 0.4764
H 35.0505 20.5069 -2.6250 0.1695 0.2550 0.1717 0.3694
H 33.4075 21.8351 -4.0664 0.5641 -0.0544 0.1004 0.4092
H 31.1780 22.2089 -3.1840 -0.0423 -0.1539 -0.1963 0.4598
O 33.0048 19.7729 4.0925 -1.1642 0.5344 -0.0579 -0.5393
S 31.6949 20.2826 4.3677 -0.6900 0.1695 -0.5970 0.6850
O 31.2864 20.4311 5.7535 0.0611 -0.1851 -2.0513 -0.5950
O 31.3748 21.6001 3.4823 0.6815 0.0472 0.9056 -0.1826
C 29.9410 21.7021 3.3837 -0.8630 0.0432 0.4306 0.5825
C 29.4167 20.2458 3.3784 -0.6995 1.0481 0.6618 0.2127
O 30.5950 19.4794 3.4712 1.1027 -1.5871 1.1479 -0.1021
H 29.5556 22.1643 4.2921 0.1260 0.3146 -0.1237 -0.6027
H 29.6206 22.2819 2.5222 0.5612 0.0115 -0.0783 0.0408
H 28.7911 19.9740 2.5315 0.5565 -0.0832 -0.2626 0.4302
H 28.7956 20.1403 4.2697 0.0434 -0.3096 0.0374 -0.0504
O 25.1525 16.3889 7.2985 0.2029 1.5786 -0.2565 -0.5985
S 25.5869 17.6648 6.7743 -0.3340 -0.5704 -0.4375 1.1343
O 24.6230 18.6850 6.4029 1.6836 -1.7247 0.7080 -0.5197
O 26.7456 18.2797 7.6915 -1.1597 0.0770 -0.4572 -0.3164
C 28.0451 17.7822 7.3323 -0.1187 0.3880 -0.1206 -0.1144
C 27.9253 17.1578 5.9106 -0.6799 -1.0235 0.8757 0.1806
O 26.5630 17.3129 5.5387 -1.2398 1.4473 -0.4622 -0.2807
H 28.6521 18.6859 7.3216 0.3347 -0.2740 0.1123 0.1200
H 28.3079 17.0791 8.1199 0.4114 -0.0555 -0.2760 0.2682
H 27.9776 16.0679 5.9164 1.0497 0.0649 0.2331 0.3330
H 28.5843 17.6016 5.1675 -0.1530 0.1060 0.0355 -0.1925
O 28.3744 21.8513 7.0025 -0.9081 0.6740 -0.4067 -0.5606
C 28.3788 23.0598 6.9524 2.2565 -0.8280 1.9868 0.0772
C 29.6042 23.9102 7.1225 0.9408 -0.8292 -1.3973 0.6892
C 29.1530 25.3416 6.8646 0.8757 0.3041 0.3475 -0.8299
C 27.7067 25.1453 6.3660 1.3397 0.2035 0.7423 0.1470
O 27.3555 23.8779 6.9606 -2.9325 0.1182 -1.3067 -0.3295
H 30.0902 23.7332 8.0809 -0.3813 0.0333 0.1726 0.3597
H 30.3049 23.4589 6.4146 0.2917 0.6002 -0.1940 -0.3489
H 29.3466 25.8643 7.8019 -0.8537 0.3564 -0.0183 0.2161
H 29.7616 25.8713 6.1322 -0.0377 -0.2032 -0.1437 0.3567
H 26.9551 25.8770 6.6488 0.1101 -0.0551 0.1317 0.4359
H 27.8049 25.0879 5.2805 -0.5383 -0.3413 -0.0941 -0.2316
O 28.7710 25.0914 2.5571 -1.2387 -0.7267 -0.9064 -0.4360
C 28.1297 24.9928 1.5211 0.6819 0.7445 0.7478 0.5018
C 27.0057 24.0872 1.0263 0.8006 -0.4180 2.2299 0.1257
C 27.1796 24.1728 -0.4571 -0.4929 -0.6080 -0.2250 -0.1293
C 27.6226 25.5891 -0.6364 -0.0439 1.1550 0.0653 -0.5301
O 28.3888 25.8504 0.5231 1.0713 0.4797 0.9067 -0.4261
H 27.1511 23.1045 1.4704 0.0406 -0.1360 -0.2772 -0.1336
H 26.0935 24.4190 1.5286 -0.2663 0.3824 -0.5638 0.2419
H 28.0019 23.4822 -0.6474 -0.2353 -0.0626 -0.7220 -0.1001
H 26.2549 23.9222 -0.9736 0.3036 -0.1326 -0.3514 0.4291
H 28.3092 25.8936 -1.4257 -0.4586 -0.5319 -0.5001 0.3612
H 26.7857 26.2917 -0.5799 -0.1480 -0.0847 -0.4321 0.2422
O 32.6857 24.2581 6.4547 -0.0831 -0.0195 0.6012 -0.4360
C 33.1441 23.6767 7.4023 0.1725 -0.4410 -1.2449 0.3520
C 33.2032 22.1239 7.5653 0.3608 1.7711 1.7331 0.6056
C 33.6613 22.0456 9.0115 1.4904 -0.4359 1.3661 -0.7163
C 34.3578 23.3890 9.3654 -0.4757 -0.6239 -1.3527 -0.4635
O 33.8433 24.3320 8.3674 -0.1673 -0.7484 0.7272 -0.4175
H 32.2729 21.5850 7.4236 0.0934 0.2921 -0.5690 0.0114
H 34.0288 21.8133 6.9261 -0.3337 -0.2401 -0.3331 -0.0655
H 32.9366 21.8086 9.7899 -0.5214 0.0583 -0.4808 0.3233
H 34.4517 21.3035 9.1440 -0.2194 -0.3078 -0.0525 0.2800
H 34.1831 23.7048 10.3911 -0.2714 0.3839 -0.2233 0.3291
H 35.4306 23.2663 9.2197 0.0461 0.4076 -0.1094 0.2594
O 31.0261 16.8508 -0.5918 -0.4229 -0.0951 0.8708 -0.6199
C 29.9473 16.8953 -0.0444 1.4260 0.2143 -0.5081 0.3142
C 29.5842 17.3118 1.3650 -0.0223 0.3645 -0.8818 0.9466
C 28.0632 17.1228 1.3578 0.4902 -0.3073 3.3401 -0.4215
C 27.6413 17.0367 -0.0535 0.6307 2.2338 -0.2482 -0.4411
O 28.8498 16.7284 -0.7731 -1.2955 -1.4278 -0.8330 -0.3750
H 30.1852 16.8571 2.1488 -0.2280 -0.3433 -0.1237 0.4511
H 29.8785 18.3636 1.3676 -0.1718 0.0974 0.0961 -0.8691
H 27.8020 16.2464 1.9572 0.1228 -0.3889 -0.3826 0.2604
H 27.5868 17.9006 1.9586 -0.2113 0.3090 -0.4892 0.2331
H 26.7376 16.4449 -0.1732 0.5391 -0.5019 -0.7427 0.3468
H 27.4871 18.0674 -0.3840 -0.8401 -0.0988 -0.1365 0.2223
O 39.2225 18.1821 4.1278 -1.0949 1.0130 0.9213 -0.6021
C 38.2629 18.6469 4.7241 1.4278 -2.7097 -1.3459 0.4494
C 37.0054 17.8541 5.0353 -0.9512 1.0100 0.8181 -0.3705
C 36.1211 18.8635 5.7925 0.5249 0.3364 0.2942 -0.2582
C 36.8916 20.1943 5.6577 -0.1931 0.0115 0.4304 -0.2782
O 38.1778 19.8839 5.1511 0.7042 0.4582 -0.5899 -0.3761
H 36.5572 17.5113 4.1056 0.1370 -0.3130 0.1199 0.2768
H 37.1211 17.0931 5.8032 0.7465 -0.6659 -0.8782 0.2371
H 35.0768 18.8684 5.4890 0.0922 0.2934 -0.0654 0.1388
H 36.1927 18.6137 6.8512 -0.4398 -0.1273 0.0016 0.2815
H 36.4372 20.9100 4.9729 -0.0702 0.1623 0.2926 0.2578
H 37.1814 20.5922 6.6310 -0.9327 0.5587 -0.0132 0.2598
O 35.6448 26.3928 2.7890 -1.1951 -0.1040 -0.6266 -0.6410
C 34.4753 26.0806 2.7039 1.7411 0.2915 0.9099 0.3574
C 33.3108 26.8074 2.1144 -0.4873 1.6278 0.1976 -0.5749
C 32.1823 25.7932 2.0984 1.7999 -0.2890 -1.5545 -0.3500
C 32.6133 24.8185 3.1778 -1.3106 1.2493 1.2932 0.4042
O 34.0210 25.0241 3.4055 -0.4709 -0.8304 -0.7069 -0.2344
H 33.1786 27.6732 2.7726 -0.2204 -0.1467 0.3629 0.2537
H 33.4189 27.2953 1.1466 0.6097 -0.3580 -0.0678 0.3900
H 31.1752 26.1985 2.0941 -0.0075 -0.3308 0.2293 0.3413
H 32.4724 25.3701 1.1307 -1.1536 -0.6279 -0.2187 0.2106
H 32.1047 25.1905 4.0712 0.1335 -0.4720 0.3758 -0.1259
H 32.3228 23.7796 3.0454 0.5564 -0.0164 -0.1974 -0.0144
O 26.7748 21.8106 3.1682 -0.9459 0.3085 0.7904 -0.5248
C 25.9827 22.0437 4.0698 1.7935 -1.3208 -0.3185 0.0652
C 25.1156 23.2526 4.2755 0.4603 -1.6604 -0.4102 0.0815
C 24.3704 22.8976 5.5400 -1.1069 0.7684 -0.0981 -1.1075
C 25.1386 21.7267 6.1550 -0.7036 0.9542 1.1607 -0.0421
O 25.8330 21.1545 5.0717 0.6207 0.0413 -0.7211 -0.1665
H 25.8154 24.0796 4.3864 -0.4561 0.3705 -0.4503 0.0571
H 24.4931 23.1797 3.3833 -0.0075 1.1097 -0.0716 0.4064
H 24.2613 23.8443 6.0700 0.1514 -0.4848 0.8664 0.3508
H 23.3499 22.5787 5.3233 0.0271 -0.0043 -0.1956 0.3592
H 25.8171 22.0949 6.9256 0.2341 -0.3355 -0.2500 -0.0380
H 24.4953 20.9716 6.5987 0.0085 0.0412 -0.1820 0.5079
```
Forces are in eV/Å.